{"formula": "C26H30N4O2PdS", "method": "ωB97M-V with the def2-TZVPD basis set", "e_homo_ev": [-13.58, -13.58], "charge": 2, "homo_lumo_gap_ev": [6.33, 6.33], "elements": ["Pd", "C", "N", "C", "C", "C", "N", "C", "C", "C", "C", "C", "C", "C", "O", "C", "C", "C", "N", "C", "C", "C", "C", "C", "C", "C", "O", "H", "H", "H", "H", "H", "H", "H", "H", "H", "H", "H", "H", "H", "H", "H", "H", "H", "H", "H", "H", "H", "H", "H", "H", "H", "S", "C", "N", "C", "C", "C", "C", "H", "H", "H", "H", "H"], "xyz": [[-0.1224, 0.0845, 0.5439], [0.9359, -1.5963, 2.8525], [1.4214, -0.9467, 1.6110], [2.5429, -0.0148, 1.9573], [2.2067, 1.1685, 2.8488], [1.3039, 2.2078, 2.2042], [0.0055, 1.6200, 1.8785], [-1.0455, 1.9969, 2.5171], [-2.3447, 1.3913, 2.4802], [-3.4552, 2.1202, 2.9241], [-4.7093, 1.5505, 2.9229], [-4.8591, 0.2304, 2.4958], [-3.7744, -0.5129, 2.0663], [-2.5026, 0.0549, 2.0684], [-1.4488, -0.7095, 1.7695], [2.0158, -1.9711, 0.7076], [1.1205, -3.1403, 0.3155], [-0.3285, -2.8078, -0.0259], [-0.5065, -1.4988, -0.6581], [-1.2118, -1.3934, -1.7317], [-1.6993, -0.1975, -2.3319], [-2.1516, -0.2573, -3.6684], [-2.6799, 0.8455, -4.2830], [-2.7953, 2.0362, -3.5521], [-2.3836, 2.1186, -2.2411], [-1.8341, 1.0016, -1.6004], [-1.5548, 1.1178, -0.3080], [1.7823, -2.0841, 3.3421], [0.1710, -2.3289, 2.6253], [0.4979, -0.8593, 3.5165], [2.9607, 0.3419, 1.0160], [3.3057, -0.6223, 2.4523], [3.1576, 1.6486, 3.0884], [1.7845, 0.8448, 3.8014], [1.7580, 2.5966, 1.2940], [1.1495, 3.0404, 2.8915], [-0.9308, 2.8595, 3.1739], [-3.3180, 3.1416, 3.2583], [-5.5678, 2.1165, 3.2545], [-5.8406, -0.2251, 2.5013], [-3.8894, -1.5418, 1.7535], [2.9083, -2.3686, 1.1996], [2.3508, -1.4366, -0.1782], [1.1110, -3.8937, 1.1036], [1.6074, -3.6121, -0.5409], [-0.9448, -2.7963, 0.8727], [-0.7397, -3.5766, -0.6818], [-1.4584, -2.3255, -2.2421], [-2.0726, -1.1958, -4.2050], [-3.0168, 0.7980, -5.3082], [-3.2232, 2.9111, -4.0243], [-2.4907, 3.0332, -1.6740], [1.2701, 1.3340, -1.0046], [2.3457, 0.5032, -2.0798], [3.4235, 1.2306, -2.4666], [4.3254, 0.8375, -3.3916], [4.2029, -0.3879, -3.9801], [3.1215, -1.1897, -3.6052], [2.2018, -0.7515, -2.6746], [3.5300, 2.1462, -2.0434], [5.1178, 1.5372, -3.6139], [4.9227, -0.7098, -4.7170], [2.9926, -2.1605, -4.0663], [1.3494, -1.3531, -2.4106]]}

***

{"formula": "C26H30N6O3", "method": "ωB97M-V with the def2-TZVPD basis set", "e_homo_ev": -8.19, "charge": 0, "homo_lumo_gap_ev": 8.43, "elements": ["C", "H", "O", "C", "C", "C", "C", "C", "C", "H", "H", "C", "N", "C", "N", "N", "N", "C", "N", "C", "C", "C", "H", "C", "C", "H", "C", "H", "H", "H", "H", "H", "H", "H", "H", "H", "H", "C", "C", "C", "C", "C", "C", "C", "C", "N", "C", "O", "H", "H", "O", "C", "H", "H", "H", "H", "H", "H", "H", "H", "H", "H", "H", "H", "H"], "xyz": [[2.6320, -2.0519, 4.2472], [2.3750, -2.9074, 4.8700], [2.4304, -2.4736, 2.9198], [2.6592, -1.5843, 1.9135], [3.0576, -0.2650, 2.0919], [3.2064, 0.5647, 0.9946], [2.9820, 0.0982, -0.2895], [2.6183, -1.2332, -0.4660], [2.4538, -2.0650, 0.6191], [2.1545, -3.0932, 0.4930], [2.4566, -1.6234, -1.4604], [3.1281, 1.0200, -1.4759], [2.1392, 0.7518, -2.4804], [0.7879, 0.8854, -2.4546], [0.3236, 0.4216, -3.5941], [1.3738, 0.0191, -4.2951], [2.4520, 0.1995, -3.6573], [0.0131, 1.3869, -1.2875], [-1.1980, 2.0690, -1.7268], [-0.9160, 3.2196, -2.5668], [-0.6003, 4.5379, -1.8421], [-1.8531, 5.3760, -1.6022], [-2.3816, 5.4947, -2.5517], [-2.7973, 4.7695, -0.5685], [-3.2048, 3.3250, -0.8602], [-3.5678, 3.2243, -1.8822], [-2.0885, 2.3161, -0.5975], [-2.5417, 1.3486, -0.3516], [-1.5240, 2.6459, 0.2899], [-4.0326, 3.0717, -0.1932], [-3.6975, 5.3875, -0.5192], [-2.3231, 4.8038, 0.4159], [-1.5604, 6.3731, -1.2628], [0.0927, 5.1177, -2.4563], [-0.1046, 4.3311, -0.8914], [-1.7774, 3.3673, -3.2234], [-0.0810, 2.9460, -3.2142], [-0.2995, 0.1838, -0.4226], [-0.7567, -0.9772, -0.9444], [-0.9908, -2.1194, -0.1276], [-1.4154, -3.3527, -0.6307], [-1.6033, -4.4345, 0.1963], [-1.3714, -4.3140, 1.5736], [-0.9537, -3.0959, 2.0953], [-0.7605, -2.0046, 1.2589], [-0.3482, -0.7978, 1.7520], [-0.0686, 0.3259, 1.0092], [0.3311, 1.3384, 1.5625], [-0.1903, -0.7172, 2.7493], [-0.7731, -3.0195, 3.1556], [-1.5272, -5.3170, 2.4719], [-1.9423, -6.5837, 2.0156], [-1.2243, -7.0117, 1.3095], [-2.9316, -6.5389, 1.5500], [-1.9914, -7.2124, 2.9031], [-1.9281, -5.3713, -0.2264], [-1.5920, -3.4475, -1.6914], [-0.9422, -1.0481, -2.0072], [0.6608, 2.0526, -0.6816], [3.0480, 2.0635, -1.1542], [4.0983, 0.8725, -1.9626], [3.4910, 1.5940, 1.1518], [3.2338, 0.1393, 3.0753], [3.6754, -1.7747, 4.4276], [1.9859, -1.2067, 4.5073]]}

***

{"formula": "C26H30O8", "method": "ωB97M-V with the def2-TZVPD basis set", "e_homo_ev": -8.80, "charge": 0, "homo_lumo_gap_ev": 8.89, "elements": ["C", "C", "C", "C", "H", "H", "C", "C", "O", "C", "C", "C", "C", "C", "C", "C", "C", "O", "O", "C", "C", "C", "C", "C", "C", "O", "C", "H", "H", "C", "C", "C", "C", "H", "H", "H", "H", "H", "H", "H", "H", "H", "C", "O", "O", "H", "O", "H", "H", "H", "O", "H", "H", "H", "H", "H", "H", "H", "H", "H", "H", "H", "H", "H"], "xyz": [[-1.0793, 3.8733, 3.4092], [-0.3949, 2.5482, 3.7211], [0.4827, 2.5933, 4.9717], [1.7018, 3.5109, 4.8695], [2.2261, 3.4838, 5.8266], [1.3856, 4.5400, 4.6936], [2.6604, 3.0891, 3.7523], [2.3841, 3.7798, 2.4476], [1.8741, 4.8686, 2.3557], [2.8059, 3.0049, 1.1958], [1.5610, 2.3945, 0.6128], [0.5854, 3.2708, 0.1622], [-0.6300, 2.8108, -0.3249], [-0.8386, 1.4410, -0.4451], [0.1481, 0.5561, -0.0529], [1.3502, 1.0088, 0.5123], [2.2966, 0.0570, 1.1367], [2.8255, 0.2659, 2.2000], [2.6347, -1.0876, 0.5070], [2.1023, -1.5829, -0.6511], [2.9664, -2.2871, -1.4663], [2.5023, -2.9339, -2.6073], [1.1165, -2.9090, -2.9120], [0.2444, -2.1482, -2.1079], [0.7491, -1.4953, -0.9845], [-0.1342, -0.7856, -0.1846], [-1.2240, -1.9948, -2.3683], [-1.4446, -2.1285, -3.4228], [-1.5222, -0.9872, -2.0753], [-2.0285, -2.9957, -1.5270], [-3.5381, -2.8183, -1.6849], [-4.0893, -3.2014, -3.0592], [-3.9909, -4.6953, -3.3436], [-4.5099, -5.2634, -2.5745], [-2.9538, -5.0168, -3.3682], [-4.4440, -4.9282, -4.3048], [-5.1399, -2.9038, -3.1013], [-3.5630, -2.6479, -3.8380], [-3.7912, -1.7750, -1.4811], [-4.0374, -3.4298, -0.9296], [-1.7381, -4.0095, -1.7994], [-1.7674, -2.8421, -0.4784], [0.6878, -3.7212, -4.0572], [1.4620, -4.1867, -4.8819], [-0.6128, -3.9930, -4.1578], [-0.7654, -4.5553, -4.9354], [3.4087, -3.5680, -3.3473], [2.9623, -3.9583, -4.1366], [4.0120, -2.3496, -1.2161], [-1.7758, 1.0728, -0.8273], [-1.6175, 3.6467, -0.7044], [-1.3583, 4.5627, -0.5390], [0.7620, 4.3335, 0.2501], [3.5543, 2.2580, 1.4422], [3.2121, 3.7210, 0.4777], [3.6846, 3.3718, 4.0167], [2.6510, 2.0085, 3.6102], [-0.1261, 2.9192, 5.8188], [0.8302, 1.5792, 5.1849], [0.2070, 2.2407, 2.8639], [-1.1599, 1.7818, 3.8698], [-1.6392, 4.2262, 4.2727], [-0.3507, 4.6314, 3.1357], [-1.7722, 3.7492, 2.5791]]}

***

{"formula": "C26H31AuN4OSe2Si", "method": "ωB97M-V with the def2-TZVPD basis set", "e_homo_ev": -5.80, "charge": 0, "homo_lumo_gap_ev": 4.03, "elements": ["Au", "N", "C", "N", "C", "C", "C", "C", "C", "H", "H", "H", "H", "H", "H", "H", "H", "H", "H", "C", "C", "C", "C", "C", "C", "Si", "C", "C", "C", "C", "C", "C", "H", "H", "H", "H", "H", "H", "H", "H", "H", "H", "H", "C", "C", "O", "H", "H", "H", "H", "H", "H", "Se", "Se", "N", "C", "C", "C", "C", "C", "C", "N", "H", "H", "H", "H"], "xyz": [[-0.6168, 1.0108, -0.4209], [1.5173, 1.3214, -1.1694], [2.6377, 1.3565, -0.8933], [3.9027, 1.3338, -0.6447], [4.7694, 0.4650, -1.4193], [5.8013, 1.3100, -2.1622], [6.5999, 2.1403, -1.1598], [5.6534, 3.0311, -0.3547], [4.5549, 2.2018, 0.3165], [4.1561, -0.1150, -2.1112], [5.2707, -0.2318, -0.7368], [5.2829, 1.9741, -2.8564], [6.4582, 0.6580, -2.7383], [7.3377, 2.7541, -1.6804], [7.1430, 1.4717, -0.4879], [5.1984, 3.7694, -1.0171], [6.2070, 3.5685, 0.4166], [3.8073, 2.8545, 0.7720], [4.9967, 1.5742, 1.1018], [-4.6188, -0.8295, -4.4910], [-3.3027, -0.4091, -4.4118], [-2.8150, 0.1155, -3.2273], [-3.6235, 0.2160, -2.1010], [-4.9450, -0.2097, -2.1966], [-5.4410, -0.7196, -3.3813], [-3.0535, 1.0170, -0.4886], [-3.7865, 0.1361, 1.0163], [-4.4891, 0.8773, 1.9635], [-5.0878, 0.2634, 3.0479], [-4.9878, -1.1099, 3.2071], [-4.2797, -1.8612, 2.2818], [-3.6854, -1.2397, 1.1979], [-5.0019, -1.2392, -5.4149], [-2.6572, -0.4850, -5.2745], [-1.7927, 0.4658, -3.1797], [-5.5925, -0.1309, -1.3359], [-6.4743, -1.0292, -3.4446], [-3.6695, 2.3574, -0.4898], [-4.5607, 1.9501, 1.8536], [-5.6381, 0.8569, 3.7660], [-5.4603, -1.5934, 4.0501], [-4.1863, -2.9311, 2.4069], [-3.1266, -1.8325, 0.4836], [-0.8029, 0.6523, 4.3731], [-1.1594, 0.6899, 2.8946], [-0.0386, 0.9499, 2.0708], [-1.7142, 0.5243, 4.9502], [-0.3176, 1.5782, 4.6710], [-0.1293, -0.1743, 4.5949], [-1.8610, 1.5000, 2.6890], [-1.6278, -0.2560, 2.5948], [0.6094, 0.2510, 2.2287], [-0.8924, 3.3947, -0.2254], [-1.3632, -2.1312, -1.6056], [-0.3819, -1.0942, -0.4682], [0.7304, -1.7943, -0.1217], [1.7795, -1.3571, 0.6835], [2.7923, -2.2325, 1.0310], [2.8095, -3.5411, 0.5522], [1.8123, -3.9960, -0.2791], [0.7559, -3.1389, -0.6248], [-0.2485, -3.4902, -1.4392], [1.8128, -0.3280, 1.0066], [3.5826, -1.8922, 1.6847], [3.6223, -4.1980, 0.8260], [1.8286, -4.9974, -0.6809]]}

***

The records above give, respectively, relative energy (zero: lowest compared OMol25 entry of this formula, charge and spin) values of 6.4 53.6 3.2 62.6 kcal per mole.